Record 1
{"formula": "C22H19N2O15P2PtS3", "method": "wB97M-V/def2-TZVPD", "molar_mass_g_mol": 904.6, "orbital_gap_ev": 7.01, "e_tot_ha": -4084.52726, "total_charge": -1, "elements": ["Pt", "C", "C", "C", "C", "C", "C", "C", "S", "O", "O", "N", "C", "C", "C", "C", "C", "C", "C", "C", "N", "C", "H", "H", "H", "H", "H", "H", "H", "H", "H", "H", "H", "H", "H", "O", "P", "O", "O", "O", "P", "O", "O", "O", "H", "H", "O", "S", "O", "O", "C", "C", "C", "C", "C", "C", "S", "O", "O", "O", "H", "H", "H", "H"], "xyz": [[0.1817, -0.1590, -0.2990], [-6.8069, 0.7516, 3.3153], [-5.6241, 1.2183, 2.5222], [-5.7687, 2.1033, 1.4580], [-4.6668, 2.5410, 0.7418], [-3.4155, 2.0450, 1.0701], [-3.2415, 1.1562, 2.1185], [-4.3454, 0.7675, 2.8509], [-1.9259, 2.6077, 0.2427], [-2.0661, 3.7000, -0.6733], [-1.5494, 3.6103, 1.7457], [-1.5170, 1.2935, -0.6808], [-1.8192, 1.2846, -2.0127], [-3.0381, 1.8064, -2.5256], [-3.2887, 1.7659, -3.8722], [-2.3789, 1.1813, -4.7634], [-1.1617, 0.6509, -4.3005], [-0.2108, 0.0327, -5.1315], [0.9707, -0.4666, -4.5618], [1.2037, -0.3048, -3.2237], [0.3018, 0.2936, -2.4039], [-0.8720, 0.7257, -2.9094], [-7.7382, 1.0047, 2.8166], [-6.8112, 1.2092, 4.3039], [-6.7613, -0.3261, 3.4530], [-6.7548, 2.4639, 1.1995], [-4.7683, 3.2618, -0.0550], [-2.2508, 0.8010, 2.3565], [-4.2190, 0.1099, 3.6968], [-3.7501, 2.2147, -1.8270], [-4.2087, 2.1774, -4.2596], [-2.6189, 1.1109, -5.8158], [-0.4014, -0.0702, -6.1888], [1.6920, -0.9782, -5.1821], [2.1017, -0.6660, -2.7474], [1.2917, 2.3069, -0.3000], [1.2086, 3.0023, 1.1513], [1.2713, 4.4496, 0.9952], [-0.6676, 2.5736, 1.2914], [1.7464, 2.1930, 2.2332], [1.4864, -0.2512, 2.1215], [2.4446, 0.1407, 0.8785], [2.1164, -0.2619, 3.4296], [0.0576, 0.1516, 1.8355], [1.1445, 2.9769, -0.9715], [3.3416, -0.1256, 1.0899], [-1.3490, -1.8963, -2.1669], [-0.6707, -2.6980, -1.1593], [-0.7355, -4.1153, -1.3904], [0.7110, -2.2002, -0.9454], [-1.6355, -2.3529, 0.3316], [-2.9888, -2.1898, 0.0549], [-3.9216, -2.1353, 1.0750], [-3.4952, -2.1964, 2.3933], [-2.1437, -2.3063, 2.6719], [-1.2144, -2.4071, 1.6456], [0.4314, -2.8817, 2.1578], [0.4474, -2.8092, 3.5882], [0.6620, -4.1766, 1.5970], [1.4365, -1.8868, 1.5543], [-3.2719, -2.1444, -0.9852], [-4.9750, -2.0766, 0.8413], [-4.2195, -2.1802, 3.1959], [-1.7708, -2.3412, 3.6826]], "nbo_charge": [1.11, -0.63, -0.01, -0.24, -0.15, -0.28, -0.19, -0.14, 2.27, -0.89, -0.44, -0.95, 0.15, -0.18, -0.21, -0.22, -0.11, -0.09, -0.27, 0.10, -0.45, 0.24, 0.21, 0.22, 0.22, 0.21, 0.22, 0.26, 0.21, 0.20, 0.21, 0.21, 0.21, 0.23, 0.23, -1.00, 2.51, -1.08, -0.52, -1.07, 2.54, -1.01, -1.08, -1.11, 0.52, 0.52, -1.03, 2.41, -0.95, -1.00, -0.35, -0.19, -0.20, -0.22, -0.21, -0.23, 2.41, -0.95, -0.93, -0.98, 0.25, 0.21, 0.21, 0.25]}

=====

Record 2
{"formula": "CH2Cl3", "method": "wB97M-V/def2-TZVPD", "molar_mass_g_mol": 120.4, "orbital_gap_ev": 7.14, "e_tot_ha": -1419.95683, "total_charge": -1, "de_lowest_kcal_mol": 0.2, "elements": ["Cl", "C", "Cl", "Cl", "H", "H"], "xyz": [[0.4378, -2.5480, -1.9410], [0.0528, 0.4420, 0.3575], [-0.7101, 1.3910, -0.9121], [-0.9935, 0.3373, 1.8111], [0.2581, -0.5671, 0.0026], [0.9549, 0.9447, 0.6819]], "nbo_charge": [-0.99, -0.39, -0.03, -0.09, 0.29, 0.20]}

=====

Record 3
{"formula": "C5H8O", "method": "wB97M-V/def2-TZVPD", "molar_mass_g_mol": 84.1, "orbital_gap_ev": 9.32, "e_tot_ha": -270.38005, "de_lowest_kcal_mol": 111.6, "elements": ["C", "O", "C", "C", "C", "C", "H", "H", "H", "H", "H", "H", "H", "H"], "xyz": [[-1.8837, 0.7940, 0.0013], [-1.6359, -0.8911, 0.5588], [-0.6155, 0.0411, 0.0681], [0.6020, 0.2093, 0.9786], [1.4935, 0.1684, -0.2881], [0.2826, -0.3376, -1.1128], [-2.0132, 1.2737, 0.9869], [-2.1615, -1.1397, -0.2201], [0.7483, -0.6592, 1.6291], [0.6247, 1.1206, 1.5835], [2.3569, -0.4988, -0.2450], [1.8305, 1.1596, -0.6008], [0.3175, -1.4186, -1.2893], [0.0538, 0.1783, -2.0503]], "nbo_charge": [-0.22, -0.58, 0.13, -0.43, -0.40, -0.44, 0.12, 0.51, 0.22, 0.21, 0.21, 0.21, 0.21, 0.22]}

=====

Record 4
{"formula": "C25H36N4O2", "method": "wB97M-V/def2-TZVPD", "molar_mass_g_mol": 424.6, "orbital_gap_ev": 8.71, "e_tot_ha": -1343.77384, "smiles": "O=C(CC[C@@H]1CCCN(C(=O)CC2=CCCCC2)C1)N1CCN(c2ccccn2)CC1", "de_lowest_kcal_mol": 31.5, "elements": ["O", "C", "N", "C", "H", "C", "N", "C", "N", "C", "C", "C", "C", "H", "H", "H", "H", "C", "H", "C", "H", "H", "H", "H", "H", "H", "C", "C", "H", "H", "C", "H", "C", "C", "C", "N", "C", "O", "C", "C", "C", "C", "C", "C", "C", "H", "H", "H", "H", "H", "H", "H", "H", "H", "H", "H", "C", "H", "H", "H", "H", "H", "H", "H", "H", "H", "H"], "xyz": [[-1.0417, -0.7083, 0.9889], [0.0042, -0.1034, 0.8155], [1.1957, -0.6587, 1.1350], [2.4955, -0.0269, 1.1331], [3.1893, -0.6522, 0.5589], [3.0137, 0.0817, 2.5759], [3.0484, -1.2216, 3.2020], [4.2173, -1.9377, 3.1638], [5.2827, -1.2917, 2.6802], [6.4587, -1.8927, 2.6829], [6.6661, -3.1756, 3.1515], [5.5639, -3.8560, 3.6571], [4.3298, -3.2446, 3.6695], [3.4794, -3.7668, 4.0765], [5.6710, -4.8598, 4.0430], [7.6440, -3.6279, 3.1278], [7.2714, -1.3027, 2.2776], [1.7419, -1.8379, 3.2032], [1.0631, -1.1965, 3.7759], [1.2183, -1.9642, 1.7658], [1.8772, -2.6261, 1.1922], [0.2011, -2.3583, 1.7565], [1.7679, -2.8171, 3.6752], [2.3438, 0.7225, 3.1588], [4.0229, 0.4908, 2.5821], [2.4564, 0.9584, 0.6773], [0.0008, 1.2790, 0.1884], [0.4143, 1.2566, -1.2902], [1.4888, 1.0742, -1.3656], [0.2112, 2.2405, -1.7174], [-0.3127, 0.1811, -2.1061], [-0.2385, -0.7673, -1.5639], [0.3213, -0.0037, -3.4895], [0.0365, 1.1903, -4.3970], [-1.4675, 1.4387, -4.4679], [-2.0074, 1.6331, -3.1375], [-2.6678, 2.7788, -2.8548], [-2.7847, 3.6675, -3.6810], [-3.2353, 2.9360, -1.4517], [-4.2483, 1.8932, -1.0699], [-5.0263, 1.2548, -1.9363], [-5.9654, 0.2157, -1.4131], [-5.1898, -0.7194, -0.4739], [-4.4550, 0.0525, 0.6331], [-4.4410, 1.5723, 0.3849], [-3.6704, 2.0357, 1.0032], [-5.4049, 1.9854, 0.6998], [-4.9305, -0.1300, 1.5982], [-3.4279, -0.3069, 0.7081], [-4.4655, -1.2737, -1.0736], [-5.8760, -1.4458, -0.0362], [-6.7760, 0.6918, -0.8522], [-6.4117, -0.3571, -2.2265], [-4.9720, 1.4342, -2.9990], [-2.4125, 2.9481, -0.7325], [-3.7032, 3.9253, -1.4227], [-1.8065, 0.4972, -2.2726], [-2.2637, 0.6600, -1.3020], [-2.2982, -0.3738, -2.7264], [-1.6916, 2.3342, -5.0497], [-1.9636, 0.5765, -4.9314], [0.5330, 2.0826, -4.0140], [0.4198, 0.9975, -5.4000], [1.3986, -0.1538, -3.3910], [-0.0978, -0.9029, -3.9480], [0.6389, 1.9671, 0.7447], [-1.0252, 1.6372, 0.2761]], "nbo_charge": [-0.66, 0.69, -0.45, -0.23, 0.20, -0.22, -0.42, 0.39, -0.50, 0.07, -0.32, -0.14, -0.31, 0.21, 0.22, 0.22, 0.19, -0.22, 0.20, -0.24, 0.19, 0.25, 0.21, 0.19, 0.25, 0.22, -0.49, -0.39, 0.20, 0.22, -0.22, 0.22, -0.40, -0.41, -0.23, -0.45, 0.70, -0.64, -0.53, 0.02, -0.20, -0.44, -0.39, -0.41, -0.44, 0.21, 0.21, 0.20, 0.24, 0.20, 0.21, 0.20, 0.21, 0.21, 0.22, 0.25, -0.22, 0.24, 0.20, 0.25, 0.18, 0.20, 0.21, 0.21, 0.20, 0.22, 0.23]}